Here is a molecular structure, C22H46AlCsF11N2O6SSi2 from OMol25. Energies are from ωB97M-V/def2-TZVPD.

Last column: Mulliken charge in e.
Positions of all 92 atoms, in Å:
C: -4.89 -2.70 2.76  -1.3684
C: -3.49 -3.30 2.62  -0.3420
C: -2.74 -2.70 1.41  -0.0111
Si: -1.38 -3.83 0.76  -0.6542
C: -1.53 -4.27 -1.07  -0.5121
C: -2.73 -3.66 -1.85  -1.0843
C: -2.54 -2.26 -2.51  -0.4723
C: -1.46 -2.14 -3.62  -1.4022
C: -1.90 -2.68 -4.99  0.0197
O: -0.83 -3.40 -5.56  -0.2292
C: -1.07 -3.78 -6.91  -0.7772
O: 0.05 -3.01 1.00  0.5448
Si: 1.36 -3.80 1.65  0.1682
C: 2.85 -2.61 1.64  0.2897
C: 4.00 -2.98 0.73  -0.8373
C: 4.23 -2.03 -0.45  -0.4876
C: 4.34 -0.55 -0.06  -1.2182
C: 3.92 0.41 -1.17  0.9025
F: 4.91 1.30 -1.38  -0.3431
F: 3.71 -0.20 -2.36  -0.2522
C: 2.70 1.31 -0.81  0.3559
F: 2.80 1.74 0.45  -0.2187
F: 2.70 2.38 -1.61  -0.2711
S: 0.95 0.55 -1.03  1.4475
F: 0.30 1.98 -1.11  -0.3626
F: 1.13 0.53 -2.61  -0.3263
F: 1.52 -0.97 -0.93  -0.3231
F: 0.68 0.52 0.53  -0.2579
F: -0.49 -0.10 -1.24  -0.3425
H: -5.59 -3.20 2.10  0.3742
H: -5.25 -2.74 3.78  0.3846
H: -4.89 -1.64 2.46  0.3354
H: -3.56 -4.38 2.52  0.4414
H: -2.94 -3.07 3.55  0.1798
H: -2.20 -1.78 1.74  -0.2650
H: -3.46 -2.37 0.66  0.5961
H: -1.32 -5.04 1.61  -0.1449
H: -1.57 -5.36 -1.13  0.8261
H: -0.56 -3.98 -1.57  0.2131
H: -3.60 -3.62 -1.19  0.5674
H: -3.00 -4.36 -2.65  0.3331
H: -2.35 -1.50 -1.76  0.1417
H: -3.48 -2.00 -3.00  0.4204
H: -1.25 -1.08 -3.77  0.4094
H: -0.49 -2.63 -3.33  1.1350
H: -2.80 -3.30 -4.90  0.4107
H: -2.12 -1.80 -5.63  -0.0392
H: -0.16 -4.23 -7.29  0.2988
H: -1.87 -4.52 -6.98  0.3494
H: -1.31 -2.89 -7.51  0.2698
H: 1.58 -5.06 0.89  -0.1494
H: 1.06 -4.04 3.08  -0.0453
H: 3.17 -2.58 2.69  0.7272
H: 2.35 -1.66 1.42  -0.5661
H: 4.92 -3.15 1.31  0.3804
H: 3.78 -3.96 0.27  0.4111
H: 3.44 -2.20 -1.18  0.1558
H: 5.16 -2.33 -0.94  0.4542
H: 3.77 -0.33 0.83  0.4585
H: 5.38 -0.34 0.17  0.6097
F: 0.86 -1.28 3.29  -0.5678
Cs: 0.38 -3.81 -2.88  0.5052
C: 1.18 4.16 1.91  -0.1799
C: 1.02 3.07 2.96  0.6995
O: 0.36 3.75 4.01  -0.3715
C: -0.37 4.77 3.45  0.5687
O: -1.23 5.36 4.00  -0.4904
O: 0.04 4.98 2.17  -0.3682
F: 2.21 2.60 3.40  -0.3072
H: 2.09 4.73 2.09  0.3166
H: 1.16 3.80 0.89  0.0399
H: 0.40 2.22 2.65  0.0683
O: -2.94 0.11 -5.59  -0.7554
H: -2.67 1.03 -5.73  0.2742
N: -4.54 0.13 -8.11  -0.4036
H: -3.83 0.16 -7.34  0.2598
H: -4.74 1.08 -8.44  0.4104
H: -4.20 -0.42 -8.89  0.4067
H: -5.40 -0.28 -7.74  0.3884
Al: -2.03 -0.74 3.51  0.8716
C: 0.99 7.25 5.41  -0.9381
C: 1.56 8.62 5.71  -0.5194
C: 3.07 8.55 6.13  -0.3821
C: 3.26 7.75 7.32  0.2719
N: 3.41 7.09 8.27  -0.3103
H: 1.00 6.60 6.29  0.3607
H: -0.06 7.34 5.09  0.3679
H: 1.54 6.75 4.61  0.1898
H: 0.99 9.09 6.51  0.3457
H: 1.49 9.27 4.84  0.3447
H: 3.43 9.56 6.33  0.3150
H: 3.66 8.11 5.32  0.2809

**2S+1**: 1
**Lowest unoccupied orbital energy**: -14.30 eV
**Net charge**: +3
**Frontier orbital gap**: 1.10 eV